Record 1
90
Properties=species:S:1:pos:R:3:forces:R:3 method="wB97M-V/def2-TZVPD" lumo_energy_ev=0.3 e_tot_ha=-4192.73174 de_lowest_kj_mol=198.4 total_charge=0 smiles="CC(N)=O.CC(N)=O.CC(C)O.CC(C)O.CC(C)O.CC(C)O.ClCCCl.ClCCCl.ClCCCl" spin_multiplicity=1 gap_ev=9.92
H -1.219 -3.958 3.283 -0.1 0.8 -0.5
C 0.219 -0.696 0.078 2.2 -1.8 -0.7
C -1.827 3.533 -3.760 0.4 -0.8 0.2
O -3.201 -2.490 -4.839 1.3 -0.4 -0.6
H 1.904 4.158 -1.511 0.1 0.0 -0.2
H 4.151 0.892 4.419 0.0 0.1 0.1
C 5.237 -3.090 1.767 0.4 0.7 -0.8
H -2.326 -1.165 -2.818 0.2 0.2 -0.3
C -1.570 -4.917 1.309 -1.6 0.0 0.4
H -3.671 -2.695 -5.651 -0.2 0.1 0.1
C 4.916 0.709 2.428 0.3 1.8 -1.0
H -2.274 -6.294 -0.260 0.2 0.5 -0.1
H 2.200 -1.748 -0.045 -0.2 -0.1 -0.3
H 0.376 2.258 3.100 0.2 -0.1 0.1
H 4.701 0.098 1.552 -0.4 0.1 -0.3
C -3.266 -1.681 -2.624 1.0 0.9 0.4
H 1.208 2.884 -3.611 0.0 0.0 0.3
Cl 5.260 -1.698 -0.606 0.2 -0.1 0.2
H -2.934 -2.554 -2.061 -0.6 -0.4 -0.3
H -2.951 -4.208 2.866 0.1 -0.2 0.3
H -3.173 -0.926 0.341 0.3 -0.1 0.5
C -4.019 -1.861 -3.909 -1.5 0.4 0.3
Cl 3.120 2.123 -1.464 0.0 0.7 -0.3
O -0.818 -1.100 0.500 -3.8 0.3 1.1
H -3.803 -1.014 -1.949 -0.3 -0.2 0.1
O -1.903 3.383 1.007 -1.2 0.3 0.6
H -3.437 -5.022 0.260 -0.1 0.0 -0.4
C -1.942 -4.615 2.801 1.2 -0.2 -0.7
C -0.362 4.848 2.049 -0.2 0.2 0.6
H 6.956 -3.017 0.472 -0.1 0.1 -0.4
C 2.112 3.492 -3.608 -0.1 -1.3 0.6
H -1.394 -3.966 0.806 -0.4 0.1 -0.1
C 2.646 3.726 -2.182 -0.2 -0.3 -0.8
H 6.703 1.040 1.894 0.3 0.0 0.1
H -4.856 -2.532 -3.712 -0.4 0.1 0.1
H -1.136 5.585 1.836 0.2 0.1 -0.3
H 4.860 -4.006 1.312 0.1 0.1 0.0
H -4.667 1.190 0.814 -0.5 -0.2 0.6
C -2.667 -5.723 0.582 -0.8 0.6 0.0
C 4.167 0.172 3.600 0.2 0.0 0.8
H 0.391 4.773 1.265 -0.1 0.3 -0.1
H 2.836 2.947 -4.214 0.2 0.2 0.2
Cl 6.143 -3.561 3.248 -0.3 0.3 -0.4
C -3.959 0.741 1.511 2.0 -0.6 0.1
O -0.386 -5.607 1.134 1.7 -0.5 0.7
Cl -4.303 0.986 3.255 -0.3 0.3 -0.5
O -1.141 2.496 -1.655 -1.1 0.5 -1.8
H 6.691 -1.510 1.318 -0.4 0.2 -0.1
H -3.240 -6.455 1.152 0.4 0.0 0.7
H -1.744 -5.474 3.442 -0.9 -0.7 -0.2
H -5.159 -0.808 -5.382 0.4 0.6 -0.3
H 5.071 2.874 2.945 -0.2 -0.5 0.4
Cl 1.712 4.973 -4.438 -0.1 0.9 -0.2
H -0.874 3.248 -4.206 0.0 -0.2 -0.1
H 3.634 2.301 2.016 -0.2 0.7 0.1
C -0.144 2.337 2.145 1.0 -0.6 0.8
H -3.949 2.095 -3.067 0.1 -0.3 0.3
H -0.659 1.390 1.986 -0.2 0.1 0.0
H -1.647 4.575 -3.493 -0.6 0.0 0.1
N -3.187 1.947 -2.420 0.9 0.8 -0.6
H 0.119 5.189 2.966 0.2 -0.2 0.1
N 0.323 0.200 -0.918 0.8 -0.6 0.7
C 6.183 -2.319 0.792 0.0 -1.1 1.1
Cl -5.402 -1.295 0.840 -1.0 -1.1 -0.3
C 4.711 2.210 2.159 -1.7 -0.3 -0.4
C -4.571 -0.524 -4.510 0.5 -0.7 1.4
H 1.197 0.184 -1.423 -0.5 0.6 -0.2
H -3.718 0.151 -4.585 0.1 -0.2 -1.1
H 0.953 -2.399 1.103 0.0 0.0 -0.5
H -0.562 0.556 -1.250 0.5 0.4 -0.4
H 5.148 2.625 1.251 0.2 -0.6 -0.3
H 3.134 -0.113 3.398 0.1 0.0 -0.2
H -2.600 3.339 -4.502 0.0 0.5 0.1
H -1.698 3.455 3.050 -0.3 0.1 -0.2
H -5.200 0.057 -3.835 -0.5 -0.5 0.3
C -3.762 -0.771 1.245 -0.9 1.4 -0.4
H -3.226 1.274 -1.668 -0.3 0.2 -0.1
H -3.025 1.265 1.308 0.1 0.0 0.3
C 1.378 -1.513 0.631 1.2 0.6 0.3
H -0.309 -6.232 1.859 0.2 -0.3 0.0
O 6.292 0.625 2.655 1.6 -1.1 0.6
H -3.450 -1.338 2.122 0.3 0.2 -0.3
H 3.523 4.363 -2.298 0.0 -0.2 0.5
H -1.405 3.178 0.212 0.5 -0.1 -0.1
C -1.063 3.512 2.166 -0.1 -0.2 -1.3
H 0.620 2.425 1.373 0.0 0.1 -0.2
C -2.016 2.641 -2.547 0.5 -0.5 1.8
H 1.878 -1.007 1.457 -0.1 0.5 0.1
H 4.396 -2.437 2.001 0.1 -0.2 0.4
H 4.747 -0.684 3.945 -0.3 -0.3 0.1

Record 2
84
Properties=species:S:1:pos:R:3:forces:R:3 method="wB97M-V/def2-TZVPD" lumo_energy_ev=0.7 e_tot_ha=-1431.49446 de_lowest_kj_mol=0.0 total_charge=0 smiles="NCCCOC(=O)CCN.CCOCC.CCOCC.CCOCC.CCOCC" spin_multiplicity=1 gap_ev=9.97
H -2.306 -0.001 8.844 0.0 0.0 0.0
H 2.130 0.673 1.701 0.0 0.0 0.0
O 1.391 -1.331 -5.596 -0.1 -0.1 0.0
H 2.356 1.214 -5.351 0.0 -0.1 -0.1
H 2.325 -2.366 1.345 0.0 0.0 0.0
H 3.292 0.459 -6.649 0.1 0.0 0.0
H -1.746 2.385 -4.891 0.2 -0.1 0.0
H 0.246 3.243 -5.878 0.0 -0.1 0.0
H -2.777 1.064 2.608 0.0 0.0 0.0
H 4.163 -0.616 3.292 0.0 0.0 0.0
H 0.780 -0.471 1.706 0.0 0.0 0.0
O 4.058 -1.226 1.311 0.0 0.0 0.0
H -0.401 -3.192 -1.265 0.0 0.2 -0.2
H -3.290 2.873 -0.649 0.0 0.0 0.0
H -1.996 1.739 8.835 0.0 0.0 0.0
H -3.949 3.584 2.263 0.0 0.0 0.0
O -2.923 -1.342 -0.485 -1.1 -0.6 0.9
H -3.530 1.692 0.627 0.0 0.0 0.0
N 0.383 2.567 -5.133 -0.1 0.2 0.2
H -0.287 2.749 1.984 0.0 0.0 0.0
H 0.180 1.258 -3.092 -0.1 -0.1 -0.1
H -1.020 -2.448 6.202 0.0 0.0 0.0
C -0.635 -1.041 -1.058 0.2 0.1 0.2
H -1.984 -1.523 5.039 0.0 0.0 0.0
H 4.626 -3.566 2.593 0.0 0.0 0.0
H -0.022 -0.213 5.840 0.0 0.0 0.0
C 2.658 -1.341 1.134 0.0 0.0 0.0
O -2.518 -0.283 -2.376 -0.3 0.4 -0.2
C -4.017 3.723 1.183 0.0 0.0 0.0
H 1.843 -2.414 -1.391 -0.2 0.0 -0.2
C -3.179 2.710 0.424 0.0 0.0 -0.1
C -1.702 1.241 2.560 -0.1 -0.1 -0.1
H -3.244 1.978 6.690 0.0 0.0 0.0
C 2.645 -0.907 -5.076 0.1 0.1 0.1
H -0.923 1.091 -5.784 -0.1 0.2 0.2
H 0.600 3.098 -4.292 -0.1 0.0 -0.1
C -1.665 -1.576 6.081 0.0 0.0 0.0
C -0.906 -0.320 6.471 0.0 0.0 0.0
H -5.065 3.615 0.900 0.0 0.0 0.0
H 3.322 -2.175 -7.441 0.0 0.0 0.0
H 1.952 -0.494 3.014 0.0 0.0 0.0
H -1.776 3.397 2.653 0.0 0.0 0.0
H -3.571 0.252 6.663 0.0 0.0 0.0
H -1.268 0.463 1.929 0.0 0.0 0.0
H -0.552 -0.392 7.506 0.0 0.0 0.0
H 4.036 0.725 -5.075 0.0 0.0 0.0
C -2.124 -0.876 -1.221 1.2 0.4 -0.8
C 2.283 -2.468 -7.595 0.0 0.0 0.0
H 1.478 -2.756 -2.946 0.1 0.1 0.1
H 2.501 -1.165 0.068 0.0 0.1 0.1
H 1.438 -0.484 -7.489 0.0 0.0 0.0
H -0.414 -1.127 0.013 0.0 -0.1 -0.3
C 1.837 -0.351 1.939 0.1 0.1 0.1
H 2.119 -2.550 -8.670 0.0 0.0 0.0
C 1.312 -1.459 -7.005 0.0 0.0 0.0
N 1.252 -2.138 -2.172 0.1 -0.4 0.0
H 0.287 -1.779 -7.196 0.0 0.0 0.0
H 3.150 -2.938 3.336 0.0 0.0 0.0
H -1.731 1.542 -1.779 0.0 -0.1 -0.2
C -0.168 -2.285 -1.842 0.0 0.2 0.0
H -0.558 -0.127 -3.896 0.1 0.3 0.1
C -1.370 2.613 2.005 0.1 0.0 0.0
C 4.223 -2.773 3.225 0.0 0.0 -0.1
C -0.717 0.928 -3.634 -0.1 -0.2 0.0
C -2.685 0.962 8.500 0.1 0.0 0.0
O -1.632 0.881 6.273 0.0 0.0 0.0
H -2.764 1.529 -3.219 0.1 -0.1 0.1
H 4.673 -2.856 4.215 0.0 0.0 0.0
H 2.136 -3.451 -7.145 0.0 0.0 0.0
C -2.847 1.007 6.991 0.0 0.0 0.0
C -1.948 1.001 -2.711 0.1 0.1 -0.1
H 3.415 -1.665 -5.267 0.0 0.0 0.0
H -0.722 -2.328 -2.790 0.1 0.0 0.2
O -1.782 2.817 0.660 0.0 -0.1 0.0
H -2.549 -1.733 6.700 0.0 0.0 0.0
H -3.651 1.126 8.979 0.0 0.0 0.0
C -0.832 1.768 -4.923 0.0 -0.1 -0.1
H -3.697 4.740 0.952 0.0 0.0 0.0
C 4.535 -1.409 2.633 0.0 0.0 0.0
H 2.488 -0.871 -3.999 0.0 0.0 0.0
H -0.079 -0.190 -1.461 -0.1 -0.1 0.1
H 5.614 -1.277 2.556 0.0 0.0 0.0
H -1.307 1.141 3.573 0.0 0.0 0.0
C 3.105 0.451 -5.574 -0.1 0.1 0.0